2 unconnected molecules or ions with the total composition CH3N2O in a non-equilibrium geometry. Source: the OMol25 dataset; level of theory: ωB97M-V with the def2-TZVPD basis set.

Total energy, eV: -6098.802
Total charge: +1
Lowest unoccupied orbital energy (spin up / spin down), hartree: -0.258 / -0.258
HOMO (spin up / spin down), eV: -14.44 / -14.45
F_max, eV/A: 6.8
Kohn-Sham gap (spin up / spin down), eV: 7.420 / 7.423

Each line ends with the Löwdin charge.
CARTESIAN COORDINATES (ANGSTROEM)
C: -0.03 0.15 0.88  0.24
N: -0.03 1.11 -1.36  0.04
N: -0.03 -1.00 1.22  0.14
O: 0.13 0.90 -2.53  0.10
H: -0.44 1.94 -0.99  0.07
H: -0.10 -1.30 2.16  0.14
H: 0.51 -1.80 0.62  0.26